[1]
Entry from OMol25: a single C6H7NO molecule (ωB97M-V/def2-TZVPD).

Calculated values
* molar mass: 109.1 g/mol
* frontier orbital gap (alpha / beta): 6.439 / 7.054 eV
* E_tot: -362.58491 Ha
* E_HOMO (alpha / beta): -7.121 / -7.350 eV

```
15
Properties=species:S:1:pos:R:3:nbo_charge:R:1
C 1.010 1.278 1.476 -0.296
C -0.270 1.417 0.856 -0.295
C 1.675 0.105 1.140 -0.009
C -0.820 0.489 0.055 0.226
C -1.326 -0.403 -2.101 -0.329
C -1.663 -0.185 -0.796 -0.352
N 1.223 -0.627 0.207 -0.137
O 1.419 -2.005 0.236 -0.562
H 1.447 2.012 2.038 0.212
H -0.889 2.213 1.049 0.237
H 2.609 -0.051 1.729 0.198
H -1.917 -1.200 -2.467 0.185
H -0.600 0.056 -2.741 0.213
H -2.603 -0.686 -0.433 0.230
H 0.707 -2.413 -0.249 0.478
```

[2]
Entry from OMol25: 2 unconnected molecules or ions with the total composition C6H7NO2 (ωB97M-V/def2-TZVPD).

Calculated values
* molar mass: 125.1 g/mol
* frontier orbital gap (alpha / beta): 7.462 / 7.458 eV
* E_tot: -437.91856 Ha
* E_HOMO (alpha / beta): -7.368 / -7.365 eV

```
16
Properties=species:S:1:pos:R:3:nbo_charge:R:1
C -1.708 -0.866 -0.151 -0.311
C -1.573 0.225 0.594 -0.108
C -0.678 -1.200 -1.206 0.075
C 1.865 -0.624 1.027 0.377
C -0.357 1.163 0.446 -0.507
C 0.695 0.542 -0.458 0.419
N 0.428 -0.522 -1.264 -0.448
O 3.046 -0.645 0.770 -0.497
O 1.468 1.499 -1.011 -0.677
H -2.573 -1.436 0.156 0.223
H -2.323 0.472 1.351 0.206
H -0.708 -1.966 -1.830 0.184
H 1.226 -1.023 1.785 0.129
H -0.767 2.041 0.013 0.226
H -0.082 1.220 1.412 0.219
H 2.042 1.118 -1.634 0.489
```

[3]
Entry from OMol25: 2 unconnected molecules or ions with the total composition C6H7NO2 (ωB97M-V/def2-TZVPD).

Calculated values
* molar mass: 125.1 g/mol
* 2S+1: 3
* frontier orbital gap (alpha / beta): 6.658 / 8.639 eV
* E_tot: -437.80773 Ha
* E_HOMO (alpha / beta): -5.838 / -10.421 eV

```
16
Properties=species:S:1:pos:R:3:nbo_charge:R:1
C 0.027 -1.332 1.802 0.173
C 2.312 3.144 0.522 0.495
C 0.191 -0.522 0.803 0.259
C -0.213 0.007 -0.470 0.177
C 0.727 -0.442 -1.538 -0.623
C -1.680 0.218 -0.875 -0.637
N -0.302 -1.906 2.852 -0.644
O 1.519 3.453 1.252 -0.492
O 0.388 0.856 0.547 -0.434
H 0.407 -2.493 3.276 0.397
H 0.215 -1.115 -2.208 0.223
H 1.400 -1.073 -1.148 0.211
H 1.265 0.414 -2.109 0.224
H -2.133 -0.684 -1.034 0.226
H -1.868 0.960 -1.572 0.221
H -2.257 0.516 -0.101 0.224
```

> What is the E_tot in the third record?

-437.80773 Ha